ORCA calculation (ωB97M-V with the def2-TZVPD basis set) on a cluster of 4 separate species, C3H11N2O3 in total at a distorted geometry.

As for the largest force on an atom: 2.96 eV/A. The value obtained for the total energy is -12406.109 eV. For the HOMO energy, the calculation gives -13.937 eV. The value obtained for the molar mass is 123.13 g mol⁻¹. Its HOMO-LUMO gap is 11.04 eV. The energy above the lowest of the compared OMol25 structures with the same formula, charge and spin comes out at 1.029 eV. As for the charge: +1.

Last column: natural (NBO) charge in e.
Element x y z (Å)
C1 -0.953829 -0.541401 -1.370387  -0.039
C2 0.440441 -0.476996 -1.115108  -0.040
N1 0.595440 0.405870 -0.071420  -0.462
C3 -0.584855 0.926932 0.274834  0.220
N2 -1.508406 0.277613 -0.444699  -0.462
H1 -1.511820 -1.304317 -1.882654  0.265
H2 1.222995 -0.869228 -1.726344  0.261
H3 1.446959 0.570108 0.482130  0.485
H4 -0.852161 1.412046 1.228446  0.250
H5 -2.510057 0.594413 -0.327783  0.485
H6 -5.231860 0.423295 -1.036248  0.490
H7 -5.066336 -0.904057 -0.305510  0.492
O1 -4.563852 -0.208749 -0.741618  -0.973
H8 4.260274 -2.105149 -0.627012  0.481
H9 3.831579 -1.376077 0.708178  0.471
O2 4.339132 -1.299214 -0.107812  -0.950
H10 1.621003 1.706525 2.819978  0.493
H11 2.934995 1.611721 2.060864  0.498
O3 2.090358 1.156667 2.182165  -0.966

Cartesian forces (eV/Å) of the 2 atoms listed first:
2.6 -0.6 1.1
-2.8 0.5 -0.4